An isolated molecule of C4H7NO2. Source: OMol25; level of theory: ωB97M-V/def2-TZVPD.

Cartesian coordinates (Å):
C -1.426 -0.972 0.092
C -0.366 -0.226 -0.699
C -0.038 1.162 -0.096
N 1.180 0.874 0.627
C 1.688 -0.374 0.300
O 2.676 -0.900 0.735
O 0.859 -0.962 -0.607
H -1.113 -1.032 1.140
H -1.559 -1.991 -0.283
H -2.386 -0.448 0.042
H -0.633 -0.145 -1.757
H -0.842 1.474 0.582
H 0.096 1.941 -0.857
H 1.864 1.600 0.781

Computed properties:
- SMILES: C[C@H]1CNC(=O)O1
- Lowest unoccupied orbital energy: 0.76 eV
- Calculated total energy: -9847.1703 eV
- 2S+1: 1
- HOMO level: -10.10 eV
- Orbital gap: 10.8584 eV

Okay, here come the natural (NBO) numbers, in e, for every atom: -0.63 0.08 -0.24 -0.65 0.88 -0.59 -0.49 0.22 0.23 0.21 0.19 0.20 0.19 0.41

=====

A structure of composition C39H36ClGaN3Si2 in a non-equilibrium geometry. Source: OMol25; level of theory: ωB97M-V/def2-TZVPD.

Cartesian coordinates (Å):
C -2.201 3.761 2.342
C -0.997 3.159 1.903
C -1.213 2.690 0.532
H -0.017 3.201 2.386
C -2.566 3.073 0.175
C -3.153 3.692 1.292
H -4.148 4.135 1.318
H -2.334 4.300 3.280
H -0.432 2.413 -0.176
H -2.989 2.962 -0.825
Ga -1.689 0.876 1.574
Si 0.145 -1.291 -0.299
C 1.631 -0.664 0.797
C 2.307 -1.630 1.545
H 1.928 -2.652 1.563
C 3.506 -1.310 2.191
H 4.059 -2.079 2.732
C 4.022 -0.014 2.117
H 4.966 0.232 2.604
C 3.324 0.962 1.404
H 3.729 1.973 1.317
C 2.125 0.649 0.755
H 1.601 1.421 0.188
C -0.140 -0.025 -1.789
C 0.886 0.800 -2.311
H 1.910 0.725 -1.928
C 0.618 1.691 -3.361
H 1.430 2.288 -3.780
C -0.676 1.809 -3.875
H -0.881 2.496 -4.700
C -1.712 1.064 -3.305
H -2.733 1.180 -3.676
C -1.447 0.162 -2.264
H -2.253 -0.443 -1.841
H -0.527 0.016 0.582
Si 1.603 -1.859 -2.025
C 1.159 -2.282 -3.756
C 2.239 -2.290 -4.670
H 3.250 -2.522 -4.321
C 2.005 -1.935 -6.001
H 2.843 -1.860 -6.693
C 0.703 -1.671 -6.441
H 0.531 -1.359 -7.473
C -0.381 -1.829 -5.568
H -1.397 -1.660 -5.928
C -0.166 -2.202 -4.240
H -1.013 -2.370 -3.566
C 3.328 -2.423 -1.569
C 4.288 -1.397 -1.631
H 3.990 -0.396 -1.963
C 5.618 -1.665 -1.299
H 6.352 -0.861 -1.349
C 6.002 -2.955 -0.922
H 7.045 -3.158 -0.673
C 5.050 -3.980 -0.857
H 5.360 -4.984 -0.561
C 3.711 -3.724 -1.181
H 2.963 -4.521 -1.156
H 0.425 -2.720 -0.383
Cl -1.779 -2.123 0.310
N -3.699 0.996 4.078
C -4.355 0.825 2.865
C -5.750 0.946 2.861
C -6.442 0.834 1.670
C -5.723 0.561 0.497
C -4.347 0.425 0.554
N -3.653 0.581 1.731
C -2.363 0.885 4.454
C -2.054 1.035 5.809
C -0.729 0.948 6.224
C 0.257 0.684 5.262
C -0.093 0.540 3.936
N -1.402 0.657 3.526
H -4.331 1.152 4.857
H -6.244 1.146 3.816
H -7.522 0.962 1.636
H -6.219 0.481 -0.468
H -3.758 0.213 -0.334
H -2.873 1.230 6.498
H -0.468 1.091 7.268
H 1.309 0.611 5.544
H 0.649 0.321 3.165

Computed properties:
- Total charge: +1
- Lowest unoccupied orbital energy: -3.26 eV
- Calculated total energy: -126143.6020 eV
- 2S+1: 1
- HOMO level: -8.48 eV
- Orbital gap: 5.2223 eV

Okay, here come the Löwdin numbers, in e, for every atom: -0.13 -0.17 -0.24 0.11 -0.14 -0.13 0.10 0.10 0.09 0.11 0.58 0.03 -0.33 -0.12 0.10 -0.07 0.11 -0.09 0.11 -0.08 0.11 -0.12 0.09 -0.38 -0.16 0.08 -0.06 0.11 -0.08 0.11 -0.08 0.11 -0.14 0.06 -0.06 0.90 -0.29 -0.08 0.10 -0.07 0.11 -0.07 0.11 -0.07 0.11 -0.09 0.11 -0.33 -0.12 0.10 -0.08 0.11 -0.08 0.11 -0.08 0.11 -0.09 0.11 -0.04 0.23 0.15 -0.24 0.01 -0.01 -0.02 -0.08 0.08 -0.24 0.02 -0.01 -0.03 -0.05 0.07 0.15 0.13 0.13 0.12 0.10 0.13 0.12 0.12 0.11

=====

A structure of composition C7H5IO3 in a non-equilibrium geometry. Source: OMol25; level of theory: ωB97M-V/def2-TZVPD.

Cartesian coordinates (Å):
C 0.723 1.826 -0.066
C -0.547 2.305 -0.040
C 0.059 -0.492 0.120
C -1.808 0.266 0.410
C 1.155 0.455 0.113
C -1.820 1.695 0.204
C 1.087 -2.578 -0.022
O 2.296 -0.004 -0.017
O -2.981 2.148 0.024
O -0.004 -1.791 0.152
I -3.225 -0.895 -0.422
H 1.595 2.407 -0.190
H -0.682 3.391 -0.101
H 1.662 -3.023 0.899
H 1.851 -2.195 -0.580
H 0.637 -3.515 -0.483

Computed properties:
- Lowest unoccupied orbital energy (alpha / beta): -1.64 / -2.20 eV
- Calculated total energy: -21576.2774 eV
- 2S+1: 1
- HOMO level (alpha / beta): -8.95 / -8.35 eV
- Orbital gap (alpha / beta): 7.3049 / 6.1506 eV

Okay, here come the natural (NBO) numbers, in e, for every atom: -0.18 -0.24 0.41 -0.21 0.28 0.30 -0.26 -0.53 -0.48 -0.46 0.32 0.23 0.23 0.19 0.21 0.19

=====

An isolated molecule of C4H7I2OP in a non-equilibrium geometry. Source: OMol25; level of theory: ωB97M-V/def2-TZVPD.

Cartesian coordinates (Å):
O 1.463 -0.036 1.856
P 1.697 -0.015 0.436
I 2.943 2.013 -0.256
I 2.929 -1.986 -0.284
C 0.225 -0.034 -0.627
C -0.668 1.107 -0.255
C -1.751 -0.037 0.286
C -0.622 -1.114 -0.035
H 0.516 -0.308 -1.565
H -0.977 1.786 -1.135
H -0.168 1.805 0.519
H -1.959 0.104 1.315
H -2.522 0.030 -0.560
H -0.190 -1.402 0.966
H -0.917 -1.914 -0.660

Computed properties:
- SMILES: O=P(I)(I)C1CCC1
- Lowest unoccupied orbital energy: -0.69 eV
- Calculated total energy: -31799.2747 eV
- 2S+1: 1
- HOMO level: -9.78 eV
- Orbital gap: 9.0927 eV

Okay, here come the natural (NBO) numbers, in e, for every atom: -1.08 1.52 -0.11 -0.10 -0.61 -0.41 -0.38 -0.42 0.25 0.23 0.23 0.22 0.22 0.23 0.22

=====

A structure of composition C53H54N5O4PtSTe. Source: OMol25; level of theory: ωB97M-V/def2-TZVPD.

Cartesian coordinates (Å):
Pt -0.344 -0.714 0.379
N 1.848 -0.263 0.358
C 2.519 -0.114 1.586
C 3.591 -0.903 1.911
C 4.197 -0.819 3.182
C 3.737 0.057 4.120
C 2.631 0.888 3.817
C 2.072 1.788 4.753
C 0.981 2.531 4.412
C 0.460 2.398 3.106
N 0.960 1.596 2.203
C 2.019 0.816 2.548
H 2.251 -0.989 -0.237
H 1.693 0.617 -0.142
H 3.958 -1.618 1.186
H 5.035 -1.466 3.404
H 4.197 0.126 5.098
H 2.515 1.867 5.739
H 0.518 3.214 5.111
H -0.412 2.974 2.807
O 0.803 2.113 -0.979
S -0.131 2.970 -0.172
C -0.768 4.215 -1.346
C -0.375 5.593 -0.826
C 1.018 5.420 -0.227
C 0.913 4.198 0.677
H -1.840 4.075 -1.477
H -0.255 3.967 -2.277
H -1.073 5.915 -0.049
H -0.406 6.339 -1.621
H 1.348 6.301 0.324
H 1.744 5.231 -1.021
H 0.441 4.435 1.632
H 1.849 3.677 0.872
C -7.315 1.503 -6.015
C -6.273 1.220 -4.972
C -6.505 1.443 -3.630
C -5.559 1.189 -2.633
C -5.974 1.606 -1.247
C -4.322 0.647 -3.009
Te -2.508 0.331 -1.790
N -2.244 -0.163 0.137
C -3.388 -0.250 0.816
O -4.477 -0.082 0.237
C -3.370 -0.504 2.302
C -2.228 -0.767 3.049
C -2.319 -0.963 4.419
C -3.547 -0.902 5.058
C -4.694 -0.649 4.317
C -4.605 -0.454 2.950
C -1.943 -1.557 -2.538
C -2.851 -2.617 -2.519
C -4.212 -2.543 -1.889
C -2.463 -3.808 -3.127
C -1.223 -3.954 -3.732
C -0.858 -5.220 -4.452
C -0.331 -2.890 -3.685
C -0.669 -1.672 -3.107
C 0.333 -0.555 -3.149
C -4.027 0.485 -4.383
C -2.698 0.077 -4.974
C -5.016 0.761 -5.323
H -8.270 1.761 -5.560
H -7.469 0.636 -6.659
H -7.012 2.334 -6.654
H -7.464 1.843 -3.322
H -7.034 1.852 -1.248
H -5.432 2.504 -0.937
H -5.790 0.848 -0.497
H -1.261 -0.846 2.566
H -1.420 -1.177 4.982
H -3.615 -1.060 6.127
H -5.660 -0.607 4.805
H -5.491 -0.258 2.362
H -4.200 -2.028 -0.930
H -4.594 -3.551 -1.727
H -4.919 -2.013 -2.532
H -3.151 -4.646 -3.112
H -1.370 -6.082 -4.028
H 0.217 -5.398 -4.416
H -1.144 -5.155 -5.505
H 0.659 -3.000 -4.113
H 1.223 -0.873 -3.689
H 0.628 -0.267 -2.140
H -0.059 0.343 -3.629
H -1.868 0.662 -4.571
H -2.720 0.259 -6.046
H -2.470 -0.975 -4.819
H -4.775 0.616 -6.370
O 2.076 -2.651 -1.199
C 1.247 -3.266 -0.531
N 1.100 -4.631 -0.551
C 0.236 -5.082 0.520
C -0.306 -3.705 1.005
O -1.175 -3.575 1.845
N 0.348 -2.720 0.351
C 1.020 -5.790 1.632
C 2.065 -6.645 1.293
C 2.767 -7.335 2.268
C 2.431 -7.185 3.605
C 1.387 -6.341 3.951
C 0.683 -5.651 2.975
C -0.898 -5.983 0.050
C -1.946 -6.300 0.913
C -2.968 -7.135 0.496
C -2.953 -7.685 -0.780
C -1.908 -7.384 -1.636
C -0.891 -6.531 -1.225
H 1.830 -5.180 -0.968
H 2.341 -6.793 0.256
H 3.578 -7.993 1.981
H 2.977 -7.722 4.369
H 1.117 -6.213 4.991
H -0.122 -4.986 3.254
H -1.968 -5.869 1.904
H -3.781 -7.361 1.173
H -3.748 -8.346 -1.099
H -1.882 -7.812 -2.631
H -0.093 -6.280 -1.911

Computed properties:
- Lowest unoccupied orbital energy (alpha / beta): 0.05 / 0.00 eV
- Calculated total energy: -92853.4628 eV
- 2S+1: 2
- HOMO level (alpha / beta): -6.49 / -7.35 eV
- Orbital gap (alpha / beta): 6.5348 / 7.3533 eV

Löwdin population analysis, charges in e, atoms 1 to 99: 0.88 0.00 -0.22 -0.01 -0.07 -0.05 -0.15 -0.01 -0.04 -0.16 0.09 -0.16 0.06 0.04 0.12 0.11 0.11 0.12 0.10 0.10 -0.57 0.88 -0.32 -0.24 -0.23 -0.33 0.08 0.10 0.11 0.11 0.11 0.12 0.07 0.09 -0.04 -0.26 -0.02 -0.26 -0.05 -0.28 1.86 -0.43 -0.58 -0.11 -0.13 -0.05 -0.07 -0.09 -0.08 -0.02 -0.36 -0.27 -0.03 0.00 -0.25 -0.04 -0.01 -0.32 -0.08 -0.29 -0.06 -0.02 0.07 0.08 0.08 0.11 0.07 0.09 0.04 0.05 0.10 0.10 0.10 0.11 0.06 0.09 0.09 0.12 0.05 0.08 0.09 0.12 0.09 0.03 0.06 0.05 0.08 0.08 0.12 0.01 -0.54 0.15 -0.26 -0.43 0.05 0.02 -0.12 -0.03 -0.08